{"formula": "CH7IN3", "method": "wB97M-V/def2-TZVPD", "homo_lumo_gap_ev": 9.182, "e_homo_ev": -13.86, "lumo_ha": -0.172, "charge": 1, "elements": ["C", "N", "N", "N", "I", "H", "H", "H", "H", "H", "H", "H"], "xyz": [[0.8446, -0.1042, -0.8880], [0.0897, -1.7652, 0.4902], [-0.0134, -1.0813, -0.6709], [-0.8270, 1.5647, 0.3042], [2.5334, 0.2871, 0.2368], [0.6641, 0.5122, -1.7505], [0.9539, -2.1119, 0.9201], [-0.8437, -2.0301, 1.0507], [-0.9955, -1.0054, -1.1182], [0.0517, 2.0254, 0.1815], [-1.5127, 2.1838, -0.0778], [-0.9452, 1.5248, 1.3218]], "nbo_charge": [0.001, -0.678, -0.289, -1.093, 0.356, 0.242, 0.433, 0.437, 0.469, 0.357, 0.384, 0.383]}

=====

{"formula": "C17H20Cl3MoNO4S", "method": "wB97M-V/def2-TZVPD", "homo_lumo_gap_ev": [4.077, 4.277], "e_homo_ev": [0.26, 0.14], "spin_multiplicity": 3, "lumo_ha": [0.160, 0.162], "charge": -2, "elements": ["C", "C", "C", "C", "C", "C", "C", "C", "C", "C", "Mo", "Cl", "Cl", "Cl", "H", "H", "H", "H", "H", "H", "H", "H", "H", "H", "H", "H", "H", "H", "H", "O", "H", "O", "S", "O", "N", "C", "O", "C", "C", "C", "C", "C", "C", "H", "H", "H", "H"], "xyz": [[0.0823, 2.6332, -1.9047], [1.4659, 2.2971, -2.1329], [2.1512, 2.3720, -0.8666], [2.0936, 1.9736, -3.4500], [1.1823, 2.7258, 0.1479], [-0.0939, 2.8876, -0.4925], [-1.3445, 3.3043, 0.2079], [-0.9669, 2.7216, -2.9593], [3.6070, 2.1308, -0.6606], [1.4439, 2.9692, 1.5955], [0.5858, 0.7677, -0.7531], [1.2654, -0.7657, -2.3782], [-1.7512, 0.3981, -0.7544], [1.8693, -0.0861, 1.1006], [1.3679, 1.4890, -4.1080], [2.9201, 1.2719, -3.3119], [2.4869, 2.8512, -3.9765], [3.9345, 1.2311, -1.1941], [3.8279, 1.9905, 0.3995], [4.2103, 2.9708, -1.0246], [2.1793, 2.2610, 1.9860], [0.5261, 2.8400, 2.1736], [1.8149, 3.9857, 1.7645], [-1.3201, 2.9822, 1.2528], [-2.2361, 2.8592, -0.2434], [-1.4497, 4.3946, 0.1939], [-0.9064, 1.8690, -3.6455], [-0.8528, 3.6354, -3.5540], [-1.9620, 2.7305, -2.5094], [-4.6135, 1.1744, 0.3625], [-4.9446, 0.8699, 1.2343], [-3.8736, -3.0533, 2.5114], [-2.4950, -2.8171, 2.8572], [-2.1891, -2.6399, 4.2435], [-1.7965, -1.6935, 1.9111], [-0.8748, -2.2089, 1.0343], [-0.3151, -1.6878, 0.0684], [-0.6158, -3.6400, 1.3138], [0.2391, -4.4543, 0.5882], [0.2260, -5.8153, 0.8698], [-0.6597, -6.3427, 1.8382], [-1.5616, -5.5081, 2.5337], [-1.4988, -4.1583, 2.2198], [0.8664, -3.9747, -0.1599], [0.9110, -6.4705, 0.3292], [-0.6594, -7.4115, 2.0625], [-2.2757, -5.8598, 3.2792]], "nbo_charge": [-0.044, -0.057, -0.104, -0.634, 0.025, -0.059, -0.657, -0.639, -0.630, -0.663, 0.819, -0.415, -0.154, -0.403, 0.240, 0.237, 0.201, 0.235, 0.238, 0.203, 0.247, 0.240, 0.200, 0.238, 0.304, 0.198, 0.233, 0.199, 0.264, -1.349, 0.392, -0.953, 2.307, -0.979, -0.870, 0.643, -0.649, -0.113, -0.173, -0.239, -0.230, -0.210, -0.283, 0.241, 0.194, 0.191, 0.217]}

=====

{"formula": "C7H12NO2S", "method": "wB97M-V/def2-TZVPD", "homo_lumo_gap_ev": 9.202, "e_homo_ev": -12.51, "lumo_ha": -0.122, "smiles": "C=C1[NH2+][C@H]2[C@@H](S1)[C@@H]2[C@@H](O)OC", "charge": 1, "elements": ["C", "C", "C", "C", "C", "C", "C", "N", "O", "O", "S", "H", "H", "H", "H", "H", "H", "H", "H", "H", "H", "H", "H"], "xyz": [[0.2513, 2.4036, -1.3934], [0.6568, 3.4472, -2.2018], [0.4551, -0.3974, -0.3659], [0.1661, 0.7973, 0.4440], [-0.9355, 0.3284, -0.5183], [-1.4366, -3.0253, 1.1451], [0.3105, -1.6014, 0.5859], [0.8274, 2.0544, -0.0367], [1.2622, -1.3809, 1.5785], [-0.9074, -1.7565, 1.2299], [-1.1904, 1.4806, -1.8773], [0.1150, 3.6857, -3.0687], [1.5469, 3.9673, -2.0058], [1.3125, -0.5024, -1.0195], [-0.0907, 0.6891, 1.5630], [-1.8023, -0.2435, -0.1491], [-2.3044, -3.0989, 1.8813], [-0.6078, -3.7781, 1.3586], [-1.9168, -2.9771, 0.1102], [0.5045, -2.5507, 0.0937], [1.7471, 1.8292, -0.1441], [0.8520, 2.8275, 0.5853], [1.1847, -2.1981, 2.2051]], "nbo_charge": [-0.071, -0.347, -0.294, -0.093, -0.360, -0.267, 0.375, -0.504, -0.722, -0.562, 0.389, 0.244, 0.220, 0.266, 0.298, 0.297, 0.221, 0.182, 0.185, 0.165, 0.434, 0.452, 0.491]}

=====

{"formula": "C7H18N3O2Se", "method": "wB97M-V/def2-TZVPD", "homo_lumo_gap_ev": 9.859, "e_homo_ev": -12.36, "lumo_ha": -0.092, "smiles": "NCCN1CC[NH2+][C@H]1C(O)(O)C[SeH]", "charge": 1, "elements": ["C", "C", "C", "C", "C", "C", "C", "N", "N", "N", "O", "O", "Se", "H", "H", "H", "H", "H", "H", "H", "H", "H", "H", "H", "H", "H", "H", "H", "H", "H", "H"], "xyz": [[1.6564, 0.6617, -0.0800], [-1.9745, 0.6061, -0.5668], [-0.6300, -1.3361, 0.3953], [-1.8721, 1.7731, 0.5149], [-1.5074, -2.5056, -0.0472], [2.7254, -0.3617, -0.8601], [0.1944, 0.8026, -0.4995], [-0.8075, -0.1215, -0.3610], [-0.4071, 2.0288, 0.5348], [-2.8603, -2.2134, 0.2435], [1.7901, 0.4602, 1.1992], [2.1807, 2.0083, -0.5060], [4.3983, -0.5947, 0.1743], [-2.9433, 0.0199, -0.4118], [-1.9601, 1.0335, -1.6520], [-0.8037, -1.1355, 1.4625], [0.4251, -1.6155, 0.4765], [-2.2466, 1.5085, 1.5144], [-2.6214, 2.6765, 0.2389], [-1.0344, -3.4538, 0.5215], [-1.3097, -2.7202, -1.1118], [2.4166, -1.4472, -0.9235], [2.9246, -0.0199, -1.9934], [0.1100, 1.2984, -1.4282], [-0.1295, 2.8428, -0.0108], [3.1063, 1.9953, -0.3616], [0.0156, 2.1265, 1.4189], [2.7521, 0.1143, 1.5744], [-3.0996, -2.2629, 1.1768], [-3.5231, -2.7231, -0.1831], [5.0347, 0.5546, -0.4491]], "nbo_charge": [0.497, -0.246, -0.219, -0.281, -0.217, -0.642, 0.175, -0.439, -0.582, -0.839, -0.760, -0.766, 0.126, 0.290, 0.211, 0.181, 0.222, 0.233, 0.252, 0.173, 0.213, 0.240, 0.268, 0.215, 0.435, 0.478, 0.438, 0.516, 0.364, 0.373, 0.092]}

=====

Please write out number 2 again, unchanged.
{"formula": "C17H20Cl3MoNO4S", "method": "wB97M-V/def2-TZVPD", "homo_lumo_gap_ev": [4.077, 4.277], "e_homo_ev": [0.26, 0.14], "spin_multiplicity": 3, "lumo_ha": [0.160, 0.162], "charge": -2, "elements": ["C", "C", "C", "C", "C", "C", "C", "C", "C", "C", "Mo", "Cl", "Cl", "Cl", "H", "H", "H", "H", "H", "H", "H", "H", "H", "H", "H", "H", "H", "H", "H", "O", "H", "O", "S", "O", "N", "C", "O", "C", "C", "C", "C", "C", "C", "H", "H", "H", "H"], "xyz": [[0.0823, 2.6332, -1.9047], [1.4659, 2.2971, -2.1329], [2.1512, 2.3720, -0.8666], [2.0936, 1.9736, -3.4500], [1.1823, 2.7258, 0.1479], [-0.0939, 2.8876, -0.4925], [-1.3445, 3.3043, 0.2079], [-0.9669, 2.7216, -2.9593], [3.6070, 2.1308, -0.6606], [1.4439, 2.9692, 1.5955], [0.5858, 0.7677, -0.7531], [1.2654, -0.7657, -2.3782], [-1.7512, 0.3981, -0.7544], [1.8693, -0.0861, 1.1006], [1.3679, 1.4890, -4.1080], [2.9201, 1.2719, -3.3119], [2.4869, 2.8512, -3.9765], [3.9345, 1.2311, -1.1941], [3.8279, 1.9905, 0.3995], [4.2103, 2.9708, -1.0246], [2.1793, 2.2610, 1.9860], [0.5261, 2.8400, 2.1736], [1.8149, 3.9857, 1.7645], [-1.3201, 2.9822, 1.2528], [-2.2361, 2.8592, -0.2434], [-1.4497, 4.3946, 0.1939], [-0.9064, 1.8690, -3.6455], [-0.8528, 3.6354, -3.5540], [-1.9620, 2.7305, -2.5094], [-4.6135, 1.1744, 0.3625], [-4.9446, 0.8699, 1.2343], [-3.8736, -3.0533, 2.5114], [-2.4950, -2.8171, 2.8572], [-2.1891, -2.6399, 4.2435], [-1.7965, -1.6935, 1.9111], [-0.8748, -2.2089, 1.0343], [-0.3151, -1.6878, 0.0684], [-0.6158, -3.6400, 1.3138], [0.2391, -4.4543, 0.5882], [0.2260, -5.8153, 0.8698], [-0.6597, -6.3427, 1.8382], [-1.5616, -5.5081, 2.5337], [-1.4988, -4.1583, 2.2198], [0.8664, -3.9747, -0.1599], [0.9110, -6.4705, 0.3292], [-0.6594, -7.4115, 2.0625], [-2.2757, -5.8598, 3.2792]], "nbo_charge": [-0.044, -0.057, -0.104, -0.634, 0.025, -0.059, -0.657, -0.639, -0.630, -0.663, 0.819, -0.415, -0.154, -0.403, 0.240, 0.237, 0.201, 0.235, 0.238, 0.203, 0.247, 0.240, 0.200, 0.238, 0.304, 0.198, 0.233, 0.199, 0.264, -1.349, 0.392, -0.953, 2.307, -0.979, -0.870, 0.643, -0.649, -0.113, -0.173, -0.239, -0.230, -0.210, -0.283, 0.241, 0.194, 0.191, 0.217]}